No. 1
113
Properties=species:S:1:pos:R:3:forces:R:3 method="wB97M-V/def2-TZVPD" multiplicity=5 charge=+1 orbital_gap_ev="4.63 / 5.88" homo_energy_ev="-8.935 / -8.935"
Mn -3.030 0.434 0.524 1.5 -0.6 0.9
I 0.084 5.365 5.793 -0.4 -0.2 -0.1
C -0.912 3.812 4.799 -0.5 -1.1 0.3
C -0.687 2.468 5.173 0.2 0.3 -0.5
C -1.124 1.428 4.339 -0.1 0.6 1.0
I -0.840 -0.487 5.038 0.1 -0.6 0.0
C -1.849 1.626 3.141 0.5 1.5 1.4
O -2.282 0.674 2.412 -1.0 -2.1 -2.1
C -2.075 2.962 2.844 0.2 1.6 -0.2
C -2.562 3.427 1.496 -1.1 1.3 0.5
N -2.332 2.522 0.406 0.5 -1.5 -0.7
C -2.744 3.064 -0.891 1.7 0.6 -0.3
C -2.503 2.049 -1.974 -0.1 -2.6 -0.8
C -1.925 2.246 -3.219 0.4 0.8 -0.8
C -1.861 1.243 -4.199 -0.7 -0.5 -0.1
C -2.380 -0.047 -3.907 -0.3 0.1 -0.2
C -3.006 -0.215 -2.663 2.1 1.4 1.2
N -2.903 0.769 -1.702 -1.3 0.0 -0.1
C -1.729 4.017 3.703 1.2 0.2 -0.6
H -0.134 2.261 6.096 -0.2 -0.1 -0.5
H -2.063 4.408 1.256 -0.6 -0.7 0.3
H -3.658 3.586 1.524 0.3 0.2 0.0
H -1.326 2.298 0.397 -0.3 0.2 -0.2
H -2.076 3.921 -1.089 -0.6 0.1 -0.2
H -3.790 3.390 -0.861 0.2 -0.1 0.0
H -1.461 3.202 -3.485 -0.5 -0.2 0.2
H -1.534 1.546 -5.230 0.1 -0.7 1.3
H -2.301 -0.942 -4.585 -0.3 1.4 0.6
H -3.398 -1.161 -2.290 0.1 0.2 -0.3
H -1.895 5.033 3.344 -0.1 -0.2 0.2
C -1.090 -6.591 -2.921 1.1 -0.6 -0.6
O -1.749 -5.528 -2.244 0.6 0.4 -0.6
C -2.829 -5.759 -1.492 -1.7 -0.9 1.2
C -3.911 -6.644 -1.824 2.3 0.8 -1.1
C -4.763 -7.161 -0.909 -1.0 -0.5 0.4
C -4.701 -6.680 0.378 -0.5 -1.1 2.1
C -3.799 -5.699 0.714 0.4 0.9 0.6
C -2.911 -5.149 -0.217 -0.3 -0.1 -0.3
N -2.182 -3.969 0.137 0.7 0.3 -0.2
C -2.717 -2.709 0.145 1.9 1.2 0.4
N -4.037 -2.624 0.039 -1.7 1.0 -0.3
C -5.021 -1.612 0.265 0.2 -0.5 0.2
C -4.835 -0.258 0.526 -0.5 -1.6 0.0
C -5.954 0.461 0.926 0.1 -0.5 -0.2
C -7.187 -0.138 1.072 -0.7 0.9 1.3
C -7.427 -1.487 0.814 0.7 1.0 -0.4
C -6.345 -2.175 0.311 -0.2 -0.3 -0.4
O -6.444 -3.440 -0.170 0.6 -0.4 0.2
C -7.694 -4.051 -0.517 1.1 -0.4 -0.6
N -1.977 -1.598 0.323 -5.1 -0.1 -0.5
C -0.660 -1.538 0.133 4.6 -0.7 0.6
C 0.160 -0.941 1.164 0.3 -1.8 -1.0
C 1.542 -1.128 1.196 0.3 0.1 -1.2
C 2.152 -1.866 0.177 -0.5 0.3 0.6
C 1.410 -2.407 -0.869 -0.6 -0.5 -0.7
C 0.019 -2.226 -0.967 0.2 2.1 1.2
O -0.721 -2.421 -2.106 0.5 -0.9 0.2
C -0.023 -2.958 -3.239 -0.1 0.5 -0.2
H -0.036 -6.313 -3.099 -0.5 0.5 0.2
H -1.489 -6.812 -3.909 -0.4 0.1 0.1
H -0.961 -7.540 -2.384 -0.8 0.3 0.4
H -4.033 -6.986 -2.831 0.5 -0.2 -0.6
H -5.428 -7.989 -1.207 0.2 0.7 0.2
H -5.258 -7.163 1.218 0.3 0.5 -1.0
H -3.704 -5.341 1.759 -0.3 -0.1 -0.8
H -1.164 -3.960 0.158 -0.3 -0.2 -0.1
H -4.553 -3.455 -0.116 0.0 -1.3 -0.1
H -5.835 1.470 1.206 0.0 1.2 0.3
H -7.943 0.490 1.573 0.2 -0.5 -0.6
H -8.405 -1.920 0.968 0.1 -0.1 -0.1
H -7.379 -4.967 -1.073 -0.4 0.8 0.2
H -8.268 -3.363 -1.139 -0.1 -0.2 0.1
H -8.221 -4.388 0.356 -0.4 0.1 0.5
H -0.229 -0.606 2.096 -1.0 0.6 0.2
H 2.175 -0.694 1.981 -0.5 -0.2 -0.2
H 3.212 -2.000 0.244 0.4 -0.3 -0.2
H 1.875 -3.042 -1.637 0.1 0.6 0.4
H -0.741 -2.895 -4.068 0.3 -0.2 0.3
H 0.321 -3.988 -3.105 -0.3 0.0 0.2
H 0.866 -2.358 -3.490 -0.3 0.0 0.1
C 4.292 1.088 3.073 1.1 1.9 0.5
Si 6.144 1.623 2.939 -0.3 -0.5 1.1
C 7.121 1.088 4.541 -0.4 0.2 -1.2
C 6.825 0.627 1.515 -0.8 0.5 -0.7
C 6.409 3.511 2.574 -1.5 -1.1 0.2
Te 5.143 4.026 0.882 0.4 0.4 -0.1
C 6.693 4.001 -0.630 -0.3 -1.9 0.4
Si 6.484 5.010 -2.204 -0.2 0.0 0.2
C 4.869 4.458 -2.999 0.9 -0.6 -0.2
C 6.509 6.880 -2.248 -0.6 1.1 1.6
C 7.965 4.541 -3.200 0.0 -0.4 -1.6
H 3.815 1.295 2.126 -0.4 0.0 -0.2
H 3.804 1.651 3.891 0.0 -0.3 -0.4
H 4.256 0.054 3.309 0.0 -1.0 0.2
H 6.869 0.085 4.948 -0.4 0.9 0.1
H 7.171 1.941 5.242 0.0 -0.8 0.0
H 8.102 0.896 4.117 0.5 0.3 0.1
H 6.939 -0.436 1.666 -0.2 -0.3 0.3
H 7.777 1.002 1.215 0.9 0.3 -0.2
H 6.163 0.789 0.643 0.2 -0.2 0.3
H 7.425 3.725 2.324 0.7 0.2 -0.2
H 6.059 4.202 3.348 0.2 -0.3 0.1
H 6.706 2.871 -0.865 0.1 1.8 -0.2
H 7.648 4.150 -0.134 0.1 0.4 0.2
H 3.975 4.878 -2.569 -0.3 0.6 -0.1
H 4.737 3.372 -2.900 0.2 0.1 -0.2
H 5.027 4.713 -4.059 -0.6 -0.1 0.2
H 5.745 7.321 -1.533 0.6 -0.4 -0.9
H 6.265 7.227 -3.276 0.2 -0.2 0.6
H 7.462 7.339 -1.890 -0.5 -0.5 -0.6
H 8.502 3.699 -2.781 0.2 -0.2 0.1
H 8.672 5.358 -3.387 -0.1 -0.1 0.3
H 7.614 4.230 -4.214 0.3 0.1 0.5

No. 2
108
Properties=species:S:1:pos:R:3:forces:R:3 method="wB97M-V/def2-TZVPD" orbital_gap_ev=5.85 homo_energy_ev=-5.557
Ga 10.432 10.813 10.688 0.4 2.5 3.2
C 8.074 8.358 6.530 -0.5 1.2 -0.7
C 8.560 8.671 7.913 0.1 0.0 1.6
C 8.210 7.912 9.050 0.6 0.3 -1.5
C 9.060 8.285 10.095 -0.7 0.9 -1.7
N 9.731 9.390 9.672 -0.6 -1.9 -0.6
N 9.445 9.624 8.333 -0.3 -1.1 0.5
B 10.258 10.728 7.654 0.4 1.8 -1.2
N 11.797 10.583 7.940 1.5 -0.1 1.3
N 12.176 10.785 9.325 0.9 -1.2 -2.2
C 13.523 10.589 9.339 -0.9 1.0 0.4
C 14.053 10.457 8.039 -1.6 -0.1 0.5
C 12.967 10.335 7.221 -2.0 0.7 0.2
C 12.959 10.021 5.763 -1.1 0.9 -0.1
C 14.351 10.335 10.568 -0.4 0.4 0.2
C 13.515 10.400 11.875 0.5 -1.6 -1.0
C 14.853 8.855 10.343 0.4 0.9 1.6
C 15.504 11.380 10.685 1.0 -0.4 -0.9
N 9.824 12.182 8.304 -0.1 -0.7 0.4
N 9.248 12.234 9.581 1.1 -0.3 -0.7
C 8.700 13.464 9.732 -0.4 -1.2 -0.8
C 8.845 14.154 8.543 1.9 -0.2 -1.3
C 9.663 13.365 7.693 -0.8 0.5 0.5
C 10.219 13.735 6.327 -0.4 -1.1 0.1
C 7.781 13.890 10.839 -0.6 -0.3 0.5
C 7.445 12.715 11.770 0.5 -0.3 -0.5
C 6.447 14.353 10.149 1.5 0.3 -0.1
C 8.455 15.060 11.607 -0.1 -0.6 -1.0
C 9.183 7.527 11.369 -0.8 -0.2 0.8
C 9.132 5.999 11.012 -0.3 -0.3 0.1
C 10.480 7.838 12.147 -0.6 -1.4 0.5
C 7.916 7.889 12.225 0.4 0.0 -0.3
H 7.955 7.277 6.375 0.3 0.4 0.2
H 7.058 8.790 6.370 0.6 -0.2 0.2
H 8.697 8.815 5.732 -0.2 -0.5 0.6
H 7.456 7.149 8.978 0.2 -0.3 0.3
H 10.009 10.843 6.424 0.3 -0.5 1.2
H 15.052 10.500 7.700 0.9 -0.4 0.0
H 13.769 9.383 5.487 0.7 -0.4 0.0
H 12.025 9.501 5.507 0.2 0.3 -0.1
H 13.053 10.962 5.186 -0.2 -0.5 0.1
H 12.711 9.625 11.768 0.3 1.0 0.3
H 14.162 10.000 12.665 -0.1 0.4 0.1
H 13.129 11.393 12.096 -0.1 -0.3 0.1
H 14.043 8.124 10.189 0.1 0.5 -0.2
H 15.598 8.805 9.535 -0.2 -0.1 0.4
H 15.282 8.624 11.344 0.3 -0.3 -0.8
H 15.134 12.398 10.890 0.0 -0.6 0.4
H 16.289 11.049 11.420 -0.9 0.4 -0.4
H 16.057 11.521 9.719 -0.4 -0.4 0.6
H 8.513 15.127 8.260 -0.2 0.4 0.2
H 10.165 14.821 6.179 0.0 -0.4 0.0
H 11.271 13.384 6.199 -0.8 0.3 0.2
H 9.586 13.199 5.578 0.6 0.6 0.2
H 7.292 11.816 11.140 0.0 0.3 0.5
H 8.264 12.508 12.464 -0.1 -0.1 -0.3
H 6.540 12.874 12.336 -0.4 0.3 0.1
H 6.144 13.692 9.329 0.0 0.0 0.4
H 5.657 14.523 10.866 -0.2 -0.1 0.2
H 6.741 15.301 9.717 -0.5 0.4 -0.4
H 9.374 14.706 12.064 -0.1 -0.1 0.6
H 8.796 15.843 10.929 -0.3 0.1 -0.2
H 7.740 15.472 12.297 0.0 0.2 0.6
H 9.916 5.734 10.261 -0.7 0.2 0.4
H 9.352 5.420 11.932 -0.1 0.3 -0.4
H 8.097 5.653 10.669 1.5 0.6 0.2
H 11.357 7.752 11.491 -0.1 0.1 0.3
H 10.446 8.763 12.692 0.0 0.9 -0.3
H 10.537 7.100 12.986 0.2 0.2 -0.8
H 6.977 7.691 11.699 0.2 -0.2 -0.2
H 7.906 7.332 13.159 0.1 0.0 0.1
H 7.902 8.956 12.441 0.2 0.1 0.2
C 10.433 11.453 12.581 0.1 -0.2 -0.5
Ge 10.393 11.086 14.524 0.6 0.8 -1.8
C 10.283 12.851 15.391 -0.7 -0.7 -0.5
C 11.397 13.666 15.444 0.9 0.0 -0.1
C 11.317 14.924 16.037 1.0 0.5 -0.4
C 10.186 15.382 16.667 -1.1 0.3 -0.2
C 9.085 14.516 16.629 0.2 0.4 0.3
C 9.097 13.293 15.973 0.9 1.3 0.6
C 11.890 10.356 15.567 -0.6 -0.3 0.2
C 12.108 10.756 16.897 0.1 -0.4 0.1
C 13.043 10.096 17.689 0.6 0.3 0.1
C 13.749 9.012 17.184 -0.1 -0.2 -0.3
C 13.511 8.607 15.880 0.1 -0.3 -0.1
C 12.580 9.258 15.074 0.4 0.0 1.3
C 8.813 10.098 15.053 0.7 -0.6 0.0
C 7.612 10.761 14.812 -0.3 -0.7 0.7
C 6.410 10.177 15.206 -0.4 0.0 -1.2
C 6.415 8.887 15.731 -0.9 0.5 0.5
C 7.621 8.254 15.961 0.1 -1.7 0.7
C 8.855 8.803 15.603 -1.2 0.7 0.1
H 10.453 12.567 12.561 0.0 -0.6 -0.3
H 12.383 13.317 15.036 -1.1 0.4 0.3
H 12.165 15.588 15.942 0.2 0.0 0.2
H 10.084 16.432 17.066 0.3 -1.4 -0.3
H 8.198 14.792 17.154 -0.6 0.3 0.2
H 8.180 12.753 15.984 -0.3 -0.5 0.0
H 11.503 11.513 17.394 0.2 0.2 -0.5
H 13.327 10.496 18.664 -0.5 -0.3 0.0
H 14.433 8.404 17.774 0.0 0.5 0.1
H 14.062 7.751 15.518 -0.1 -0.2 -0.2
H 12.307 8.833 14.140 0.1 -0.1 -0.9
H 7.650 11.743 14.363 -0.2 -0.1 -0.2
H 5.456 10.649 14.922 0.4 -0.1 0.5
H 5.445 8.428 16.035 1.0 0.3 -0.3
H 7.561 7.261 16.465 0.3 0.7 -0.5
H 9.774 8.235 15.782 -0.2 0.4 -0.1

| no. | strongest force on any atom (eV/A) |
| --- | --- |
| 1 | 5.12 |
| 2 | 4.05 |